Here is C52H43N2O7P2S2SiSn as an isolated structure from the Open Molecules 2025 dataset. Energies are from ωB97M-V with the def2-TZVPD basis set.

CARTESIAN COORDINATES (ANGSTROEM)
H1 -1.4083 -0.0351 -0.5777
C1 4.4721 3.5631 0.3740
C2 -0.4948 -1.8732 -1.2111
H2 0.7517 5.3037 -4.5180
C3 -2.1478 5.7389 -1.4494
C4 5.4416 4.0785 1.2245
C5 -4.3135 6.2548 -4.2547
C6 -5.8889 -0.2122 3.4735
H3 -3.7435 -6.5068 3.4184
C7 2.2711 2.6865 -2.0792
C8 0.9041 2.9677 -2.0675
H4 -1.2834 4.4615 0.0519
H5 -5.2474 6.8259 -4.2109
H6 -3.0608 -0.0011 1.6232
H7 -6.1963 -1.5470 5.1273
H8 -4.1980 -5.4652 -0.9819
C9 -2.5520 -4.2441 -0.3601
C10 6.3071 3.2241 1.8905
C11 -1.1699 -1.5042 1.5568
N1 2.2499 0.2715 2.6810
S1 1.3144 -2.7452 1.2713
Si1 2.9628 1.4106 -0.8655
C12 -3.3811 -1.3681 3.2658
H9 0.2694 2.4549 -1.3510
C13 5.1174 -1.8782 -3.4501
C14 -3.0430 5.7464 -2.4898
H10 -2.9718 -7.5833 -0.6609
H11 3.4371 -3.1138 -2.9411
C15 -1.7610 -3.7728 3.6025
C16 3.3137 -1.1733 -2.0291
H12 -4.1449 2.5279 -2.4660
O1 1.3819 2.6695 3.0902
C17 -3.7491 4.6098 -2.8539
H13 -3.7290 -4.1094 2.8101
H14 5.5894 -2.6314 -4.0702
S2 -0.4656 -1.0334 4.3819
C18 5.7215 -0.6387 -3.2823
H15 6.6674 -0.4269 -3.7673
C19 -0.9837 -0.5886 -1.4061
H16 -0.3826 -0.3210 -4.7253
H17 5.5193 5.1488 1.3714
H18 2.3857 -1.3812 -1.5115
C20 3.8851 0.0869 -1.8751
C21 0.0577 -2.0522 -3.5404
C22 -1.9834 4.5305 -0.7692
C23 -2.8727 -4.5548 3.3004
H19 0.4749 -2.6093 -4.3694
H20 -1.5929 6.6267 -1.1791
C24 -2.6990 3.3959 -1.1201
N2 2.7728 1.0301 3.7463
H21 -1.7824 -7.5151 4.5252
C25 -3.1749 -5.4512 -0.6278
H22 0.1952 -6.1231 5.0501
O2 -3.3715 1.2069 -0.4922
H23 3.7944 4.2364 -0.1399
C26 0.3516 3.8939 -2.9420
H24 5.5975 1.2902 -2.3659
C27 -4.2548 -1.7915 4.2636
H25 3.7363 0.8754 3.9990
H26 -5.2866 1.0145 1.8119
C28 -1.7753 -6.4630 4.2678
H27 0.4848 -5.3853 0.6236
H28 -0.7143 4.0929 -2.9149
C29 -0.4199 -0.7605 -3.7365
C30 -1.2376 -4.2377 0.1032
C31 -0.5414 -5.4241 0.2782
C32 3.9137 -2.1476 -2.8154
O3 1.8124 0.8130 0.0390
C33 -5.0069 0.2240 2.4959
H29 3.1728 4.8417 -4.5526
H30 -6.8685 0.2408 3.5594
C34 5.1079 0.3308 -2.5015
C35 1.1678 4.5691 -3.8388
C36 2.5318 4.3072 -3.8608
C37 -3.5985 3.4198 -2.1927
C38 5.2381 1.3462 0.8425
C39 -0.6639 -5.6854 4.5577
C40 -2.8772 -5.8972 3.6422
O4 3.0522 3.1330 4.5372
C41 2.3992 2.3938 3.8079
C42 6.2062 1.8526 1.6979
H31 -3.9483 -2.5638 4.9592
H32 6.8861 1.1814 2.2100
C43 4.3497 2.1898 0.1723
H33 5.1731 0.2731 0.6827
H34 0.3881 -3.6166 -2.1011
H35 0.1907 -3.7090 4.4670
H36 -3.0674 -3.3016 -0.5158
P1 -1.6860 -1.9990 3.1818
O5 -3.3856 6.7883 -3.3239
C44 0.0172 -2.6120 -2.2772
H37 2.0678 -0.6775 2.9815
H38 -0.6279 -7.5586 0.1260
C45 -2.4819 -6.6412 -0.4475
C46 -2.5442 2.1099 -0.3244
Sn1 0.3533 1.2027 1.6929
C47 -1.1680 -6.6293 -0.0031
H39 7.0570 3.6257 2.5609
C48 -0.9442 -0.0358 -2.6780
H40 4.1405 3.1730 -3.0208
H41 2.8629 0.2625 1.8695
H42 -1.3251 0.9654 -2.8351
C49 -0.6562 -4.3384 4.2297
H43 -3.8983 6.3219 -5.2681
C50 -5.5108 -1.2167 4.3568
O6 -4.5656 4.9002 -3.9280
P2 -0.4540 -2.6278 0.4250
O7 -1.5402 2.0646 0.4613
C51 3.0740 3.3719 -2.9914
C52 -3.7484 -0.3473 2.3891

Computed properties:
HOMO energy (alpha / beta) = -5.07 / -5.05 eV
2S+1 = 1
Total energy = -4626.6076 a.u.
E_LUMO (alpha / beta) = -0.003 / -0.005 hartree
ΔE to the lowest compared entry with this formula, charge and spin = 3.6894 eV
Charge = -1
Gap between HOMO and LUMO (alpha / beta) = 4.984 / 4.921 eV